Entry 1:
C27H40N5O4PdSSb2 | wB97M-V/def2-TZVPD

Output
Multiplicity: 5
Charge: +3
Kohn-Sham gap (spin up / spin down): 0.2791 / 0.2025 Ha

Each line ends with the Löwdin spin population.
Element x y z (Å)
Pd  0.0438  0.4857  -0.1348  1.21
C  5.8430  2.2383  -1.5031  0.02
Sb  4.1100  1.0600  -1.0386  0.20
C  2.8666  1.7152  -2.6872  0.01
C  4.9726  -0.8461  -2.2067  0.20
C  5.0471  -2.0171  -1.4046  0.10
C  6.2695  -2.2604  -0.7156  0.09
C  6.4590  -3.3799  0.0466  0.01
C  5.4200  -4.3083  0.1650  0.17
C  4.2030  -4.0871  -0.4774  0.01
C  3.9792  -2.9674  -1.2614  0.10
C  2.6663  -2.8432  -1.9486  0.05
Sb  1.0588  -1.8153  -0.8105  0.09
C  1.5412  -2.5635  1.1394  0.00
C  -0.4930  -3.1022  -1.5151  0.02
H  5.7884  2.6110  -2.5238  0.00
H  6.7218  1.6026  -1.3974  0.00
H  5.9416  3.0646  -0.8005  0.00
H  2.6046  0.8614  -3.3107  0.00
H  3.4025  2.4419  -3.2970  0.00
H  1.9571  2.1883  -2.3263  0.00
H  5.9408  -0.4085  -2.4423  0.02
H  4.2815  -0.8338  -3.0477  0.02
H  7.0792  -1.5500  -0.8399  0.00
H  7.4048  -3.5516  0.5427  0.00
H  5.5634  -5.2050  0.7543  0.01
H  3.4119  -4.8221  -0.3820  0.00
H  2.1825  -3.8148  -2.0338  0.00
H  2.7309  -2.3851  -2.9336  0.00
H  1.0886  -3.5429  1.2965  0.00
H  1.2102  -1.8602  1.9007  0.00
H  2.6231  -2.6643  1.2158  0.00
H  -0.5267  -4.0226  -0.9339  0.00
H  -0.2826  -3.3419  -2.5568  0.00
H  -1.4424  -2.5758  -1.4655  0.00
O  -1.1669  2.4429  -0.0632  0.09
C  -2.2108  1.8446  -0.4523  0.01
O  -2.1378  0.6148  -0.7892  0.15
C  -3.5202  2.5385  -0.4586  0.01
C  -3.5666  3.9139  -0.6703  0.00
C  -4.7842  4.5719  -0.6714  0.00
C  -5.9319  3.8408  -0.4300  0.00
C  -5.9127  2.4742  -0.2283  0.00
C  -4.6940  1.8188  -0.2566  0.00
N  -7.2401  4.5534  -0.3877  0.00
O  -7.2079  5.7544  -0.5358  0.00
O  -8.2228  3.8694  -0.2058  0.00
H  -2.6536  4.4639  -0.8567  0.00
H  -4.8538  5.6333  -0.8619  0.00
H  -6.8397  1.9425  -0.0686  0.00
H  -4.6690  0.7425  -0.1350  0.00
S  1.0997  1.1868  1.8988  0.29
C  1.2588  2.8440  1.4277  0.03
N  0.4144  3.7561  1.9674  0.03
C  0.4623  5.0634  1.6649  0.00
C  1.4182  5.5048  0.7917  0.02
C  2.2885  4.5447  0.2859  0.00
N  2.2101  3.2499  0.5964  0.04
H  -0.3057  3.4085  2.5896  0.00
H  -0.2618  5.7109  2.1414  0.00
H  1.4951  6.5445  0.5105  0.00
H  3.0798  4.8300  -0.3985  0.00
C  -3.7908  -2.9336  0.3393  0.01
C  -3.3569  -2.7669  1.7970  0.04
C  -4.3552  -1.8737  2.5513  0.03
C  -3.2049  -4.1148  2.4913  0.00
N  -2.0137  -2.1138  1.8664  0.49
N  -1.8168  -0.8503  1.5276  0.34
H  -4.8362  -3.2368  0.3122  0.00
H  -3.2071  -3.7123  -0.1511  0.00
H  -3.6960  -2.0025  -0.2286  0.00
H  -5.2701  -2.4447  2.7018  0.00
H  -4.6094  -0.9724  1.9892  0.00
H  -3.9746  -1.5899  3.5350  0.00
H  -4.1377  -4.6698  2.4139  0.00
H  -2.9808  -3.9918  3.5538  0.00
H  -2.4217  -4.7172  2.0253  0.00
H  -1.3892  -2.4499  2.5966  0.01
H  -1.5992  -0.2179  2.2953  0.03
H  -2.5557  -0.5052  0.9129  0.00

Entry 2:
C27H40N5O4S | wB97M-V/def2-TZVPD

Output
Structure (SMILES): CCN(CC)c1ccc(S(=O)(=O)N2CCOCC2)cc1NC(=O)CN1CC[NH+](Cc2ccccc2)CC1
Multiplicity: 1
Energy relative to the best compared isomer or geometry (same formula, charge and spin): 6.4 kJ/mol
Charge: +1
Kohn-Sham gap: 0.3147 Ha

Each line ends with the natural charge from an NBO analysis.
Element x y z (Å)
C  5.8972  1.6087  -0.7603  -0.62
C  4.6635  1.3248  -1.6186  -0.22
N  3.4412  1.9644  -1.1564  -0.41
C  3.0844  3.2224  -1.7850  -0.19
C  4.2282  4.2325  -1.8189  -0.62
C  2.5576  1.2612  -0.3971  0.22
C  3.0273  0.2066  0.4258  -0.29
C  2.2022  -0.5778  1.1981  -0.09
C  0.8404  -0.3293  1.2063  -0.43
S  -0.3790  -1.2979  2.0762  2.36
O  -1.5728  -1.2590  1.2655  -0.98
O  0.1730  -2.5613  2.4441  -0.93
N  -0.7190  -0.4855  3.4838  -0.67
C  0.3641  -0.4461  4.4439  -0.27
C  -0.2055  -0.0072  5.7956  -0.07
O  -0.8622  1.2339  5.6815  -0.51
C  -1.9256  1.1629  4.7654  -0.07
C  -1.4155  0.7748  3.3731  -0.26
C  0.3490  0.6969  0.4369  -0.16
C  1.1610  1.4804  -0.3673  0.10
N  0.4133  2.3566  -1.2308  -0.61
C  -0.3549  1.7926  -2.1734  0.69
O  -0.1405  0.6511  -2.5784  -0.67
C  -1.5515  2.5981  -2.6749  -0.30
N  -2.8108  1.8937  -2.5604  -0.44
C  -3.1187  1.1812  -1.3393  -0.22
C  -3.1102  -0.3588  -1.5129  -0.28
N  -2.3513  -0.7394  -2.7186  -0.40
C  -2.1697  -2.2069  -2.8351  -0.22
C  -1.2574  -2.7734  -1.7788  -0.11
C  0.0876  -2.4222  -1.7618  -0.17
C  0.9442  -3.0062  -0.8469  -0.22
C  0.4705  -3.9503  0.0480  -0.17
C  -0.8713  -4.2870  0.0471  -0.19
C  -1.7337  -3.6969  -0.8583  -0.18
C  -2.9554  -0.1783  -3.9453  -0.24
C  -3.4228  1.2790  -3.7018  -0.23
H  6.7165  0.9777  -1.0948  0.22
H  5.7064  1.3994  0.2885  0.21
H  6.2114  2.6435  -0.8434  0.22
H  4.4925  0.2457  -1.6655  0.21
H  4.8487  1.6658  -2.6404  0.21
H  2.7231  3.0497  -2.8093  0.18
H  2.2839  3.6723  -1.2012  0.19
H  5.0404  3.9126  -2.4636  0.21
H  3.8481  5.1748  -2.2057  0.22
H  4.6120  4.4047  -0.8172  0.22
H  4.0826  -0.0017  0.4456  0.23
H  2.5968  -1.3891  1.7881  0.24
H  0.7854  -1.4486  4.5012  0.24
H  1.1410  0.2663  4.1248  0.18
H  0.5940  0.1343  6.5234  0.21
H  -0.9063  -0.7719  6.1576  0.18
H  -2.3834  2.1531  4.7472  0.20
H  -2.6634  0.4189  5.0968  0.18
H  -2.2433  0.6321  2.6786  0.23
H  -0.7425  1.5649  3.0019  0.18
H  -0.7185  0.8493  0.4298  0.22
H  0.1841  3.2854  -0.9037  0.41
H  -1.6266  3.5368  -2.1124  0.20
H  -1.3941  2.8490  -3.7261  0.24
H  -2.4159  1.4809  -0.5632  0.20
H  -4.1193  1.4831  -1.0050  0.22
H  -2.6524  -0.8382  -0.6412  0.29
H  -4.1299  -0.7346  -1.6256  0.21
H  -1.3887  -0.2938  -2.6397  0.49
H  -3.1529  -2.6818  -2.7814  0.22
H  -1.7414  -2.4019  -3.8229  0.23
H  0.4717  -1.6997  -2.4666  0.21
H  1.9886  -2.7332  -0.8462  0.22
H  1.1409  -4.4178  0.7500  0.23
H  -1.2460  -5.0085  0.7548  0.23
H  -2.7793  -3.9680  -0.8596  0.21
H  -2.2022  -0.2174  -4.7342  0.23
H  -3.8046  -0.7975  -4.2427  0.22
H  -3.2359  1.8811  -4.5906  0.23
H  -4.5029  1.2847  -3.5210  0.21

Number 1: total energy -2632.9765 a.u.. Number 2: total energy -2025.5473 a.u..